# 1
{"formula": "C2H8N3O", "method": "the ωB97M-V functional and the def2-TZVPD basis", "symbols": ["C", "C", "N", "N", "N", "O", "H", "H", "H", "H", "H", "H", "H", "H"], "xyz": [[2.2288, 0.6737, 0.2889], [-2.7353, -0.3557, 0.0229], [1.3780, -0.1171, -0.4460], [0.8928, -1.1942, -0.1298], [-1.3370, -0.0498, -0.1947], [-0.9008, 0.9789, -0.7477], [2.0832, 0.3831, 1.3001], [3.2912, 0.5194, 0.0291], [2.0044, 1.7972, -0.0664], [-2.5478, -0.4406, 1.0679], [-2.9735, -1.2877, -0.2916], [-3.4802, 0.3635, -0.3711], [0.9491, 0.1434, -1.3571], [1.1470, -1.4143, 0.8956]], "atomic_forces_ev_per_a": [[1.50, 4.35, -0.74], [0.70, 4.16, -0.41], [-1.98, -2.07, -3.04], [0.06, -1.01, 2.21], [2.12, 1.84, -2.01], [-2.42, -2.82, 1.59], [-0.03, 0.57, 1.18], [-0.47, -0.24, -0.14], [0.42, -2.36, 1.56], [-1.18, 0.10, 1.54], [-0.20, -3.15, -1.15], [0.55, -0.08, 0.62], [1.13, 0.57, 0.34], [-0.20, 0.13, -1.54]], "nbo_charge": [-0.474, -0.488, -0.120, -0.116, 0.159, -0.305, 0.237, 0.276, 0.276, 0.260, 0.255, 0.236, 0.454, 0.349], "spin_multiplicity": 1, "largest_force_ev_per_a": 4.66, "homo_ev": [-13.9055, -13.9064], "molar_mass_g_mol": 90.11, "e_lumo_ev": [-5.3914, -5.3917], "total_energy_ev": -8709.249, "charge": 1, "relative_energy_ev": 7.2262}


# 2
{"formula": "C18H21F2N2", "method": "the ωB97M-V functional and the def2-TZVPD basis", "symbols": ["C", "N", "C", "N", "C", "H", "H", "H", "H", "H", "H", "H", "H", "C", "C", "C", "F", "C", "C", "C", "C", "C", "C", "F", "C", "C", "C", "C", "C", "C", "H", "H", "H", "H", "H", "H", "H", "H", "H", "H", "H", "H", "H"], "xyz": [[0.2780, -0.6108, 2.8713], [0.2238, -2.0845, 2.5806], [0.9129, -2.2717, 1.2498], [-1.2333, -2.5191, 2.3372], [-2.2170, -1.8307, 2.7765], [1.3296, -0.3020, 2.8484], [-0.2665, -0.0901, 2.0772], [-0.1468, -0.3586, 3.8435], [1.6170, -1.4444, 1.0813], [1.4484, -3.2112, 1.1911], [0.1260, -2.2477, 0.4861], [-3.2259, -2.0363, 2.3736], [-2.1498, -1.0252, 3.5383], [-1.2490, -0.9966, 8.8055], [-0.7623, -1.4342, 7.4755], [-1.5840, -2.1892, 6.6546], [-2.8406, -2.5000, 7.1126], [-1.1784, -2.6740, 5.4186], [0.1389, -2.4526, 5.0107], [0.7145, -2.9533, 3.6901], [0.4938, -4.4314, 3.4041], [-0.4528, -5.2092, 4.0874], [-0.6707, -6.5200, 3.6979], [-1.5904, -7.2586, 4.3995], [0.0653, -7.1488, 2.7064], [-0.2230, -8.5516, 2.3395], [1.1347, -6.4254, 2.1625], [1.3504, -5.0998, 2.5122], [0.9780, -1.6700, 5.8173], [0.5311, -1.1602, 7.0221], [-0.5300, -0.2881, 9.2277], [-2.2285, -0.5084, 8.7258], [-1.3324, -1.8448, 9.5018], [-1.9039, -3.2074, 4.8060], [1.8063, -2.7958, 3.7136], [-0.9946, -4.8448, 4.9526], [0.3511, -8.8122, 1.4492], [0.0473, -9.2573, 3.1347], [-1.2882, -8.6692, 2.1217], [1.8157, -6.9130, 1.4630], [2.2179, -4.5749, 2.0973], [1.9822, -1.4408, 5.4532], [1.1877, -0.5333, 7.6237]], "atomic_forces_ev_per_a": [[0.33, 0.29, 0.12], [-2.30, 1.07, -0.42], [-0.24, 0.20, -0.52], [-0.36, 0.43, -1.19], [1.11, 0.44, 0.30], [-0.28, -0.11, 0.12], [0.18, -0.21, 0.09], [0.07, -0.23, -0.22], [-0.32, -0.31, 0.23], [-0.33, 0.10, 0.10], [0.31, -0.02, 0.22], [0.70, -0.47, 0.39], [0.04, -0.28, -0.75], [-0.01, 0.43, 0.59], [0.18, -0.24, -0.10], [-0.43, -0.34, 0.02], [1.04, 0.33, -0.60], [-0.35, 0.10, 0.25], [0.40, 0.26, 0.02], [0.70, -0.66, 1.37], [0.24, -0.71, 0.10], [-0.10, 0.00, -0.19], [-0.05, -0.09, 0.65], [0.67, 0.68, -0.69], [0.39, 0.38, 0.23], [0.00, -0.60, -0.37], [-0.24, 0.04, 0.09], [-0.04, 0.30, 0.03], [-0.02, -0.25, -0.41], [-0.19, 0.04, 0.02], [-0.23, -0.08, 0.06], [0.22, -0.18, 0.13], [-0.08, 0.23, -0.26], [0.26, 0.15, 0.39], [-0.35, 0.14, -0.01], [0.07, -0.21, -0.36], [-0.11, -0.12, 0.05], [-0.13, 0.19, -0.09], [0.15, -0.12, 0.05], [-0.26, 0.09, 0.17], [-0.29, -0.36, 0.20], [-0.21, -0.11, 0.27], [-0.15, -0.19, -0.06]], "nbo_charge": [-0.431, -0.104, -0.413, -0.249, -0.040, 0.239, 0.240, 0.249, 0.231, 0.249, 0.257, 0.246, 0.200, -0.640, -0.060, 0.464, -0.325, -0.323, -0.068, -0.072, -0.062, -0.275, 0.463, -0.326, -0.063, -0.637, -0.184, -0.207, -0.202, -0.186, 0.226, 0.240, 0.245, 0.241, 0.240, 0.239, 0.224, 0.243, 0.240, 0.232, 0.205, 0.219, 0.234], "spin_multiplicity": 1, "largest_force_ev_per_a": 2.57, "homo_ev": -12.0743, "molar_mass_g_mol": 303.38, "e_lumo_ev": -3.2103, "total_energy_ev": -27413.541, "charge": 1, "relative_energy_ev": 0.0000}